Model i:
ORCA calculation (wB97M-V/def2-TZVPD) on a cluster of 2 separate species, C3H4ClF in total.

Structure (XYZ):
```
9
C3H4ClF | the Open Molecules 2025 dataset | wB97M-V/def2-TZVPD
C -0.517 -0.628 0.682
C 0.108 0.256 -0.150
C 0.970 -0.119 -1.165
F 1.277 -1.381 -1.376
Cl -1.804 0.459 -2.748
H -1.204 -0.289 1.438
H -0.365 -1.690 0.583
H -0.078 1.316 -0.058
H 1.442 0.569 -1.850
```

Calculated values
- Spin multiplicity: 1
- Frontier orbital gap (alpha / beta): 8.21 / 5.10 eV

***

Model ii:
ORCA calculation (wB97M-V/def2-TZVPD) on an isolated molecule of C3H4ClF.

Structure (XYZ):
```
9
C3H4ClF | the Open Molecules 2025 dataset | wB97M-V/def2-TZVPD
C 0.608 0.228 -0.387
C 0.007 -0.855 0.352
C -0.653 0.561 0.198
H -0.659 -1.530 -0.202
H 0.211 -1.168 1.373
H -0.915 1.192 0.969
H -1.433 0.858 -0.535
F 0.635 -0.001 -1.647
Cl 2.199 0.716 -0.122
```

Calculated values
- Spin multiplicity: 1
- Frontier orbital gap: 11.57 eV
- SMILES: FC1(Cl)CC1

***

Model iii:
ORCA calculation (wB97M-V/def2-TZVPD) on an isolated molecule of C3H4ClF.

Structure (XYZ):
```
9
C3H4ClF | the Open Molecules 2025 dataset | wB97M-V/def2-TZVPD
C -0.265 0.785 0.023
C -0.553 -0.520 0.596
C 0.719 -0.169 -0.483
F -1.474 -1.138 -0.215
Cl 2.334 -0.236 0.070
H -1.056 1.133 -0.612
H 0.161 1.618 0.481
H -0.356 -0.913 1.662
H 0.490 -0.560 -1.521
```

Calculated values
- Spin multiplicity: 1
- Frontier orbital gap: 10.30 eV
- SMILES: F[C@@H]1C[C@H]1Cl

***

The structure with the least stability is model i.

***

Model i:
ORCA calculation (wB97M-V/def2-TZVPD) on an isolated molecule of C7H7FN2.

Structure (XYZ):
```
17
C7H7FN2 | the Open Molecules 2025 dataset | wB97M-V/def2-TZVPD
C -2.138 -0.273 0.175
C -1.597 0.978 0.384
C -1.284 -1.282 -0.243
C -0.335 1.330 0.085
C 0.074 -0.931 -0.478
C 0.609 0.317 -0.280
C 2.057 0.374 -0.338
N 2.610 1.456 -0.534
N 2.795 -0.776 0.010
F 4.048 -0.446 0.445
H -3.173 -0.371 0.247
H -2.298 1.759 0.677
H -1.671 -2.263 -0.370
H -0.031 2.281 0.251
H 0.809 -1.672 -0.798
H 3.552 1.643 -0.494
H 2.377 -1.693 0.394
```

Calculated values
- Spin multiplicity: 1
- Frontier orbital gap: 10.05 eV
- SMILES: [H]/N=C(\NF)c1ccccc1

***

Model ii:
ORCA calculation (wB97M-V/def2-TZVPD) on an isolated molecule of C7H7FN2.

Structure (XYZ):
```
17
C7H7FN2 | the Open Molecules 2025 dataset | wB97M-V/def2-TZVPD
C -1.113 -0.513 0.669
C -1.535 0.788 0.399
C 0.494 0.758 -0.568
C 0.122 -0.693 -0.073
C 0.820 -1.765 -0.543
C 2.725 0.670 0.199
C 3.745 0.025 0.251
N 1.528 1.205 0.327
N -0.685 1.531 -0.371
F 5.024 -0.148 -0.161
H -1.651 -1.156 1.284
H -2.480 1.274 0.918
H 1.091 0.766 -1.471
H 1.666 -1.642 -1.252
H 0.870 -2.748 -0.156
H 1.294 1.410 1.241
H -0.754 2.519 -0.642
```

Calculated values
- Spin multiplicity: 1
- Frontier orbital gap: 8.46 eV
- SMILES: C=C1C=CN[C@H]1NC#CF

***

The structure with the least stability is model ii.

***

Model i:
ORCA calculation (wB97M-V/def2-TZVPD) on a cluster of 2 separate species, C57H64N5O2 in total.

Structure (XYZ):
```
128
C57H64N5O2 | the Open Molecules 2025 dataset | wB97M-V/def2-TZVPD
C -3.582 -2.220 0.030
C -3.210 -0.745 -0.188
C -1.777 -0.634 -0.667
C -4.088 -0.244 -1.337
C -3.393 0.100 1.101
C -4.308 1.155 1.083
C -4.580 1.898 2.223
C -4.017 1.537 3.439
C -3.172 0.435 3.539
C -2.762 -0.027 4.970
C -2.942 -1.537 5.145
C -3.639 0.596 6.068
C -1.331 0.431 5.249
C -2.715 -0.160 2.325
N -1.517 -0.994 2.334
C -0.199 -0.598 2.203
C 0.137 0.694 1.861
C 1.444 1.230 2.189
C 1.957 1.172 3.528
C 3.309 1.350 3.771
C 4.169 1.586 2.675
N 5.500 1.101 2.773
O 6.214 1.092 1.745
O 5.889 0.648 3.876
C 3.665 1.889 1.400
C 2.306 1.769 1.187
N 0.558 -1.779 2.300
C 2.001 -1.958 2.354
C 2.675 -2.219 3.580
C 2.123 -2.501 5.009
C 2.573 -3.904 5.441
C 0.623 -2.439 5.184
C 2.736 -1.464 5.960
C 4.081 -2.244 3.565
C 4.809 -1.808 2.474
C 4.135 -1.583 1.281
C 2.776 -1.892 1.156
C 2.263 -2.133 -0.295
C 3.410 -2.500 -1.250
C 1.621 -0.847 -0.780
C 1.280 -3.293 -0.377
C -0.372 -2.833 2.403
C -0.103 -4.266 2.491
C 1.169 -4.890 2.448
C 1.268 -6.281 2.468
C 0.115 -7.072 2.545
C -1.150 -6.468 2.614
C -1.255 -5.081 2.599
N -1.609 -2.369 2.413
H -4.619 -2.289 0.381
H -3.490 -2.767 -0.917
H -2.937 -2.703 0.770
H -1.463 0.416 -0.703
H -1.082 -1.156 -0.008
H -1.659 -1.047 -1.678
H -3.843 0.787 -1.616
H -3.919 -0.867 -2.226
H -5.154 -0.317 -1.087
H -4.836 1.427 0.167
H -5.268 2.743 2.173
H -4.286 2.117 4.325
H -2.396 -2.134 4.416
H -2.607 -1.834 6.149
H -4.006 -1.795 5.044
H -3.507 1.680 6.139
H -4.699 0.366 5.905
H -3.350 0.169 7.038
H -1.305 1.521 5.396
H -0.935 -0.061 6.150
H -0.685 0.211 4.392
H -0.625 1.227 1.217
H 1.267 0.979 4.353
H 3.756 1.239 4.753
H 4.348 2.144 0.598
H 1.909 2.043 0.206
H 3.663 -3.999 5.469
H 2.185 -4.124 6.442
H 2.188 -4.657 4.744
H 0.205 -1.522 4.763
H 0.120 -3.306 4.747
H 0.387 -2.437 6.259
H 2.527 -0.445 5.611
H 2.318 -1.574 6.967
H 3.823 -1.574 6.035
H 4.633 -2.533 4.460
H 5.897 -1.729 2.522
H 4.715 -1.222 0.429
H 3.984 -3.350 -0.863
H 2.991 -2.797 -2.219
H 4.093 -1.666 -1.435
H 0.916 -0.476 -0.032
H 2.378 -0.065 -0.917
H 1.074 -0.985 -1.721
H 0.360 -3.097 0.175
H 1.008 -3.472 -1.426
H 1.737 -4.205 0.025
H 2.074 -4.288 2.362
H 2.259 -6.739 2.416
H 0.208 -8.161 2.547
H -2.058 -7.068 2.676
H -2.219 -4.574 2.645
C -1.213 3.434 1.994
C -0.760 2.861 0.711
N -1.540 3.097 -0.402
C -1.224 2.615 -1.695
C -0.092 1.936 -2.135
C -0.140 1.359 -3.419
C -1.263 1.529 -4.248
C -2.374 2.260 -3.825
C -2.343 2.803 -2.542
C -3.337 3.519 -1.786
C -2.811 3.721 -0.483
C -3.535 4.457 0.446
C -4.831 4.868 0.107
C -5.369 4.619 -1.162
C -4.607 3.972 -2.134
H -0.488 3.188 2.772
H -1.301 4.528 1.959
H -2.184 2.992 2.268
H 0.298 2.923 0.455
H 0.778 1.859 -1.488
H 0.708 0.776 -3.779
H -1.259 1.088 -5.247
H -3.254 2.424 -4.451
H -3.125 4.714 1.413
H -5.423 5.406 0.844
H -6.379 4.956 -1.400
H -4.944 3.817 -3.161
```

Calculated values
- Spin multiplicity: 1
- Frontier orbital gap: 4.87 eV
- Total charge: +1

***

Model ii:
ORCA calculation (wB97M-V/def2-TZVPD) on a cluster of 2 separate species, C57H64N5O2 in total.

Structure (XYZ):
```
128
C57H64N5O2 | the Open Molecules 2025 dataset | wB97M-V/def2-TZVPD
C 4.124 -0.578 -1.466
C 4.187 -1.056 -0.028
C 3.710 -2.506 0.076
C 5.674 -1.011 0.346
C 3.363 -0.210 0.990
C 3.692 -0.435 2.330
C 3.247 0.406 3.334
C 2.345 1.420 3.033
C 1.812 1.547 1.747
C 0.667 2.570 1.497
C 1.062 3.604 0.439
C 0.340 3.373 2.752
C -0.633 1.834 1.173
C 2.296 0.680 0.729
N 1.668 0.671 -0.580
C 0.769 -0.239 -1.087
C 0.109 -1.121 -0.250
C -0.794 -2.203 -0.607
C -2.183 -2.038 -0.903
C -2.838 -3.014 -1.629
C -2.110 -4.177 -1.954
N -2.335 -4.790 -3.217
O -1.459 -5.608 -3.602
O -3.324 -4.452 -3.905
C -0.932 -4.540 -1.271
C -0.286 -3.541 -0.565
N 0.764 -0.010 -2.476
C -0.150 -0.585 -3.442
C -1.422 -0.010 -3.647
C -1.950 1.399 -3.248
C -2.134 2.209 -4.540
C -1.079 2.236 -2.331
C -3.289 1.263 -2.504
C -2.373 -0.746 -4.373
C -2.102 -2.013 -4.847
C -0.813 -2.519 -4.745
C 0.204 -1.783 -4.132
C 1.648 -2.370 -4.230
C 1.722 -3.527 -5.240
C 2.046 -2.936 -2.872
C 2.665 -1.335 -4.717
C 1.607 1.098 -2.703
C 1.899 1.775 -3.966
C 1.250 1.532 -5.204
C 1.672 2.204 -6.353
C 2.711 3.141 -6.281
C 3.358 3.392 -5.062
C 2.960 2.714 -3.917
N 2.163 1.505 -1.575
H 4.361 0.485 -1.577
H 4.838 -1.154 -2.074
H 3.145 -0.767 -1.902
H 3.988 -2.926 1.051
H 2.615 -2.560 -0.011
H 4.164 -3.124 -0.710
H 5.870 -1.459 1.324
H 6.263 -1.564 -0.396
H 6.015 0.030 0.355
H 4.351 -1.265 2.591
H 3.604 0.270 4.357
H 2.045 2.088 3.842
H 1.575 3.173 -0.419
H 0.174 4.141 0.086
H 1.751 4.328 0.892
H -0.004 2.707 3.548
H 1.201 3.951 3.103
H -0.486 4.065 2.541
H -1.017 1.334 2.074
H -1.388 2.539 0.801
H -0.485 1.046 0.437
H 0.432 -1.056 0.786
H -2.689 -1.111 -0.630
H -3.834 -2.887 -2.049
H -0.541 -5.548 -1.397
H 0.653 -3.760 -0.045
H -2.846 1.732 -5.222
H -2.489 3.220 -4.298
H -1.168 2.298 -5.058
H -0.773 1.656 -1.456
H -0.199 2.648 -2.840
H -1.661 3.094 -1.951
H -3.123 0.835 -1.506
H -3.735 2.260 -2.378
H -4.014 0.632 -3.026
H -3.368 -0.334 -4.549
H -2.882 -2.594 -5.332
H -0.606 -3.484 -5.210
H 1.388 -3.191 -6.229
H 2.759 -3.876 -5.337
H 1.118 -4.382 -4.912
H 1.727 -2.269 -2.062
H 1.547 -3.899 -2.701
H 3.133 -3.092 -2.811
H 2.819 -0.538 -3.987
H 3.641 -1.813 -4.898
H 2.322 -0.883 -5.657
H 0.456 0.782 -5.261
H 1.186 1.986 -7.307
H 3.015 3.684 -7.175
H 4.175 4.109 -4.997
H 3.459 2.869 -2.960
C -5.000 1.171 8.543
N -4.074 0.890 7.444
C -3.870 -0.440 7.117
C -4.458 -1.473 7.864
C -4.120 -2.804 7.633
C -3.238 -3.144 6.587
C -2.716 -2.150 5.773
C -2.959 -0.776 6.049
C -2.232 0.243 5.427
C -2.255 1.537 5.978
C -3.274 1.897 6.934
C -3.339 3.227 7.399
C -2.379 4.164 7.015
C -1.320 3.791 6.170
C -1.232 2.483 5.722
H -5.241 2.232 8.566
H -5.941 0.623 8.408
H -4.570 0.883 9.515
H -5.164 -1.239 8.661
H -4.533 -3.581 8.278
H -2.987 -4.190 6.410
H -2.074 -2.398 4.927
H -1.560 0.016 4.602
H -4.129 3.557 8.075
H -2.426 5.181 7.404
H -0.581 4.533 5.865
H -0.343 2.123 5.202
```

Calculated values
- Spin multiplicity: 1
- Frontier orbital gap: 3.70 eV
- Total charge: +1

***

The structure with the least stability is model i.